This record from the Open Molecules 2025 dataset describes a 8-piece molecular cluster, C49H44BBrF9I2O2 overall at a distorted geometry. The level of theory is ωB97M-V with the def2-TZVPD basis set.

```
108
Properties=species:S:1:pos:R:3:mulliken_charge:R:1
H -4.21 -2.74 1.19 0.5676
H -9.64 -4.90 -0.40 0.3672
H 1.41 -0.27 -6.35 0.4491
C 4.59 0.45 -3.46 -0.2031
H -5.13 -6.77 2.32 0.3755
C 4.93 0.00 3.72 -0.8244
F -2.12 2.26 -2.94 -0.4110
C -4.36 3.13 -0.43 -0.4412
H 0.33 2.26 -9.61 0.4099
H 0.69 -1.29 -0.42 0.5120
C 1.36 -0.37 9.08 -0.5892
C 2.71 0.88 3.51 -0.8867
C 7.19 0.59 -3.93 0.2239
H 4.16 0.36 -4.44 0.3624
C 1.15 0.92 8.62 0.0864
C -3.99 3.74 0.76 -0.6622
H -8.85 -4.20 -2.66 0.4245
H 4.38 2.39 -0.99 -0.4618
C 0.04 1.76 -8.70 -0.5401
H -2.56 1.34 -6.57 0.3931
C 0.78 0.33 11.32 -0.5208
C -6.85 -2.25 -0.74 -0.3450
C -1.38 1.33 -2.29 0.4422
C 3.90 0.47 2.93 -0.4593
C 3.60 0.36 5.70 -0.4286
F 1.38 -1.90 10.87 -0.3198
H 7.68 1.39 -4.47 0.4475
C 0.11 -0.55 -0.95 -0.8433
H 8.89 -0.56 -3.53 0.4529
C -0.62 0.47 -6.33 -0.2419
F 4.37 0.41 -0.21 -0.3471
C -4.71 1.79 -0.45 -0.4497
Br 4.98 -1.53 -3.07 -0.3101
C 0.66 0.33 -6.85 -0.5150
C 0.96 0.98 -8.02 0.4552
H -4.37 3.70 -1.35 0.3764
H -6.06 -1.53 -0.86 0.5079
C -3.90 -3.75 1.42 -0.3706
C -2.56 -4.08 1.41 0.3554
H 0.27 2.40 11.54 0.3609
H 7.72 -0.61 -2.21 0.2979
H 4.91 4.80 -6.12 0.4369
C -4.68 1.09 0.74 0.6027
H -8.64 -3.89 1.62 0.4450
C -8.30 -3.59 0.64 -0.5969
F -1.69 -3.10 1.10 -0.2260
C 5.87 2.69 -3.65 -1.3619
C 1.17 -0.64 10.42 0.4656
C -1.27 -0.70 -1.04 -0.4118
H -1.05 -5.56 1.67 0.4399
C 8.18 0.02 -2.96 -1.5464
C 5.49 3.23 -4.82 0.4830
I 6.63 3.99 -2.19 0.0357
H 3.46 0.33 6.77 0.2549
H 4.02 0.52 1.85 0.8154
H -3.68 3.48 2.87 0.3787
H 1.29 1.14 7.57 0.3336
H -1.76 -1.54 -0.58 0.4962
H -6.87 -2.19 1.40 0.5326
H 4.82 5.22 -4.44 0.3899
H 5.59 -0.43 5.72 0.3597
C 0.75 1.91 9.50 -0.7741
H -3.72 4.79 0.77 0.3909
H 8.73 0.83 -2.50 0.3548
C -2.03 0.25 -1.71 -0.5270
C -3.05 -6.32 2.04 -0.2999
C 0.57 1.62 10.85 -0.2394
C -7.30 -2.64 0.52 -0.5227
H -3.10 0.17 -1.79 0.5680
F 6.85 -0.36 -4.89 -0.3587
C 4.78 -0.06 5.10 -0.3766
H -4.98 1.29 -1.37 0.4745
F 1.41 1.22 5.46 -0.3605
C -1.23 1.88 -8.17 -0.2302
H 1.88 1.25 2.91 0.4860
C -4.40 -6.01 2.06 -0.7193
B 4.65 1.21 -1.33 1.5308
H 0.59 2.92 9.14 0.4002
C -7.42 -2.84 -1.85 0.3503
C 0.74 0.54 -1.54 -0.2033
C -8.86 -4.16 -0.50 -0.3543
H 1.67 -1.17 8.41 0.4503
F -6.99 -2.47 -3.07 -0.3170
O 6.01 1.14 -1.86 -0.9497
H 6.39 5.12 -5.24 0.3271
C 5.92 1.20 -3.27 1.2768
H -4.31 1.08 2.84 0.4141
H 0.46 2.34 -2.69 0.4936
C -1.57 1.24 -6.99 -0.6571
H -1.97 2.49 -8.68 0.3516
F -5.01 -0.23 0.72 0.0437
C 5.41 4.68 -5.18 -1.4911
C -8.43 -3.78 -1.76 -0.5172
H 5.86 -0.32 3.26 0.4310
C -4.32 1.67 1.94 -0.6047
C -3.98 3.01 1.94 -0.4600
C -4.82 -4.73 1.75 -0.0692
H -2.71 -7.32 2.28 0.3610
C -2.11 -5.35 1.70 -0.6325
F 2.20 0.85 -8.53 -0.3178
H -5.87 -4.48 1.76 0.2018
H 1.81 0.65 -1.46 0.5921
C 2.58 0.82 4.88 0.9885
C -0.01 1.49 -2.22 -0.6875
H -0.88 -0.03 -5.40 0.4424
H 0.64 0.08 12.36 0.4042
O 3.77 0.91 -2.53 -0.6716
I 5.00 2.00 -6.45 -0.0162
```

The value obtained for the LUMO energy is 2.013 eV. Its net charge is -1. The energy above the lowest of the compared OMol25 structures with the same formula, charge and spin comes out at 0.0 kJ/mol. Its HOMO energy is -5.71 eV. For the largest force on an atom, the calculation gives 0.0484 Eh/bohr. As for the multiplicity: 1.